# 1
12
Properties=species:S:1:pos:R:3 method="wB97M-V/def2-TZVPD" total_energy_ev=-9808.5994 gap_ev=9.84 de_lowest_ev=5.7154 e_lumo_ev=-0.072
O 1.82030 -0.55252 1.69690
C 0.94850 -0.23073 0.94375
N -0.40174 -0.82547 0.91227
C -1.22074 0.21430 0.26618
C -0.27191 0.39621 -0.89668
O 0.38670 1.65492 -0.87905
C 1.09472 0.49272 -0.39706
H -0.33521 -1.41944 -0.05214
H -1.41024 1.12985 0.83893
H -2.16699 -0.23022 -0.05064
H -0.39424 -0.87305 -1.34970
H 1.95085 0.24342 -1.03275


# 2
14
Properties=species:S:1:pos:R:3 method="wB97M-V/def2-TZVPD" total_energy_ev=-8830.6064 gap_ev=8.71 de_lowest_ev=5.5964 e_lumo_ev=-0.197
O -1.75234 1.04448 1.47229
C -0.99728 0.51996 0.68259
C -1.31389 -0.23591 -0.57804
N -0.23833 -0.84640 -1.07534
C 0.85209 -0.02812 -0.64565
C 0.52201 0.37726 0.74737
C 0.85780 -1.08443 0.82196
H -0.72721 1.53283 -1.48950
H -2.31557 -0.59117 -0.80846
H 0.19645 1.54679 -1.43322
H 1.81968 -0.15380 -1.07404
H 1.07935 1.10530 1.31463
H 1.88578 -1.36034 0.92358
H 0.13146 -1.82648 1.14181


# 3
16
Properties=species:S:1:pos:R:3 method="wB97M-V/def2-TZVPD" total_energy_ev=-4341.4844 gap_ev=12.38 smiles=CC.CC de_lowest_ev=1.0439 e_lumo_ev=1.095
C -2.39050 -0.74934 -0.04175
C -1.30378 -1.68620 0.65244
H -3.28558 -1.33825 0.19990
H -2.34559 0.19421 0.44320
H -2.31560 -0.66478 -1.08323
H -0.51190 -0.97922 0.92570
H -1.06225 -2.57304 0.06401
H -1.79908 -2.13394 1.60266
C 1.87667 1.60824 -1.03297
C 1.79284 0.81689 0.36692
H 1.57109 2.70876 -0.85533
H 2.93285 1.65194 -1.26715
H 1.27179 1.06703 -1.85860
H 2.54984 1.34171 0.98273
H 2.33445 -0.14248 0.29357
H 0.80859 0.93049 0.88466


# 4
51
Properties=species:S:1:pos:R:3 method="wB97M-V/def2-TZVPD" spin_multiplicity=5 total_energy_ev=-147844.1066 gap_ev="8.34 / 8.16" s2=6.007 de_lowest_ev=3.3471 e_lumo_ev="-0.197 / -0.199"
Fe 13.56090 14.15428 -9.05149
I 15.78979 14.61904 -10.22723
Cl 11.17497 14.86209 -10.60044
O 12.26318 15.85495 -10.57943
O 10.20290 15.00071 -9.51238
O 10.60574 14.90293 -11.90861
O 11.73763 13.57979 -10.33728
C 14.52403 18.04306 -5.79922
C 13.83538 19.06977 -6.78159
O 12.61474 18.54847 -7.16558
S 12.53578 16.90232 -6.69783
O 13.22976 15.99340 -7.63858
O 11.16875 16.58494 -6.25676
O 13.44600 17.18725 -5.40542
H 14.96400 18.58198 -4.96012
H 15.27657 17.52669 -6.39515
H 14.48092 19.22829 -7.64545
H 13.79971 20.02654 -6.26062
C 16.57677 12.24982 -4.85846
C 15.49126 11.27783 -5.10852
O 14.29355 11.96252 -5.01141
S 14.47439 13.50340 -5.59092
O 13.71872 14.42888 -4.76532
O 14.27410 13.55734 -7.04500
O 16.06349 13.49844 -5.22347
H 17.48194 12.17471 -5.46105
H 16.93957 12.27744 -3.83098
H 15.42193 10.36299 -4.51999
H 15.61951 10.95957 -6.14311
C 11.20873 11.36720 -4.43696
C 11.64840 10.27254 -5.36620
O 11.90235 10.89962 -6.60795
S 10.81004 12.12202 -6.84898
O 9.60995 11.74924 -7.66554
O 11.57845 13.33887 -7.23117
O 10.33584 12.15678 -5.19037
H 11.98510 12.01519 -4.03018
H 10.63037 10.98097 -3.59766
H 10.81805 9.57542 -5.47869
H 12.55345 9.76206 -5.03697
C 16.47895 10.00447 -10.39261
C 15.58136 10.47108 -11.50385
O 14.16308 10.24057 -11.03565
S 14.19861 10.31955 -9.39338
O 13.46012 9.23375 -8.78439
O 13.87351 11.72973 -9.02760
O 15.73624 10.05690 -9.20538
H 17.40615 10.57724 -10.41115
H 16.60245 8.94830 -10.63208
H 15.71186 10.04895 -12.50028
H 15.71852 11.53686 -11.68661